The following is a quantum chemistry calculation of a structure of composition C38H48Br18O2, from OMol25.

Values from the calculation:
energy: -1305025.886 eV
HOMO energy: -0.245 Eh
M: 1975.07 g mol⁻¹
orbital gap: 5.58 eV
F_max: 10.1 eV/Å

Structure (XYZ):
```
106
Properties=species:S:1:pos:R:3:forces:R:3
O 3.975944 -1.073184 0.056586 -3.42 2.77 -1.70
C 3.080673 -0.359306 -0.479299 0.93 -0.92 0.94
C 3.252411 1.238396 -0.716817 0.20 2.84 -0.41
C 3.933253 2.184941 0.349877 -1.10 1.43 -2.78
C 4.054690 3.745693 0.092522 -2.00 -3.29 -3.35
C 3.508125 4.291077 -1.283038 -0.06 -2.79 1.30
C 2.822653 3.359091 -2.360561 1.40 -1.50 3.13
C 2.694200 1.840052 -2.069378 1.18 1.21 2.28
C 1.985684 0.774793 -3.063557 -0.24 0.52 -1.63
O 2.079281 0.824417 -4.318672 -0.60 0.30 4.72
C 1.097008 -0.355235 -2.311064 -1.78 -1.62 1.46
C -0.275995 -0.827967 -2.867965 1.90 -1.89 2.99
C -1.082905 -1.909003 -2.031173 1.89 -0.21 -0.76
C -2.498129 -2.322397 -2.651535 -2.58 -0.80 0.90
C -2.749301 -2.615119 -4.173316 -3.60 0.09 1.45
C -4.179611 -2.973718 -4.639530 1.90 3.68 2.37
C -5.449268 -3.063358 -3.635639 2.81 7.18 2.34
C -5.144293 -2.796676 -2.101411 1.69 1.20 -3.21
C -3.695876 -2.437220 -1.654832 0.04 -0.74 -3.20
C -0.530661 -2.504352 -0.666891 2.74 1.34 -2.24
C 0.876305 -2.026678 -0.099944 -1.18 0.89 -4.29
C 1.650182 -0.958568 -0.949944 -1.50 -0.57 -0.60
H 4.343819 1.779487 1.350195 -0.84 0.55 -1.92
H 4.527800 4.419265 0.891711 -0.82 -1.12 -1.53
H 3.615937 5.434316 -1.430961 -0.35 -2.29 -0.08
H 2.418608 3.777402 -3.351906 0.78 -0.69 1.83
H -0.734853 -0.442249 -3.855121 1.00 -0.62 1.91
H -1.902081 -2.533623 -4.944147 -1.50 -0.33 1.39
H -4.392397 -3.167843 -5.742085 0.41 0.18 1.77
H -6.501248 -3.293203 -4.004774 1.52 1.97 0.53
H -6.055985 -2.874243 -1.408247 1.85 0.12 -0.95
H -3.487021 -2.245927 -0.551573 -0.37 -0.35 -1.89
H -1.119347 -3.290265 -0.058009 0.92 1.56 -1.31
H 1.260814 -2.451548 0.896753 -0.54 0.90 -1.88
Br -4.337434 -0.787389 1.354432 0.06 0.15 0.31
C -2.853740 0.282023 2.038275 -0.10 0.22 -0.02
C -2.193205 1.091960 0.942935 0.45 0.23 -0.09
Br -1.031439 -0.016869 -0.177556 -2.66 3.26 2.66
H -2.171190 -0.406230 2.537060 -0.03 0.08 -0.17
H -3.305901 0.942258 2.781376 0.02 -0.06 -0.17
H -1.531585 1.846187 1.375221 -0.22 -0.02 0.10
H -2.906548 1.578533 0.276941 -0.01 -0.08 0.23
Br 2.239253 -4.189828 -6.506251 -0.03 0.10 0.00
C 3.646994 -2.889667 -6.143968 0.19 -0.22 -0.16
C 4.067107 -2.926996 -4.694875 0.01 0.23 0.16
Br 2.758479 -2.033984 -3.557031 0.82 -1.35 -0.55
H 3.270704 -1.916743 -6.459739 0.03 -0.12 0.16
H 4.475892 -3.181910 -6.792258 -0.09 0.03 0.10
H 4.996097 -2.371411 -4.550920 -0.08 -0.07 -0.11
H 4.189953 -3.938505 -4.306755 -0.02 0.11 -0.18
Br -5.294223 3.164545 3.123158 0.09 -0.10 -0.04
C -3.999555 3.247405 4.573360 -0.43 -0.07 0.11
C -3.321768 4.587924 4.623987 0.37 0.10 0.11
Br -1.982215 4.735615 3.218096 -0.08 0.02 -0.10
H -3.303252 2.421747 4.425419 -0.01 0.18 0.04
H -4.579065 3.070091 5.481967 0.12 0.09 -0.06
H -2.771232 4.704774 5.559466 -0.14 -0.02 -0.12
H -4.006212 5.427814 4.504152 0.04 -0.20 -0.01
Br 3.041982 4.411915 3.396453 -0.08 0.07 0.06
C 2.285945 4.591626 5.183994 0.00 -0.21 -0.13
C 1.139846 5.572091 5.197776 0.05 0.16 0.23
Br 1.781602 7.411700 5.137965 -0.06 -0.06 -0.05
H 3.101677 4.873462 5.849306 -0.16 0.00 -0.07
H 1.940537 3.588595 5.444949 0.02 0.12 -0.01
H 0.581950 5.496058 6.133420 0.12 -0.01 -0.06
H 0.457484 5.447916 4.361516 0.14 -0.03 0.03
Br 1.242619 4.053689 8.716324 -0.10 -0.05 0.10
C -0.055351 2.614802 8.504607 0.33 -0.04 -0.13
C -1.125747 2.985751 7.507726 -0.29 -0.13 0.08
Br -2.420808 4.219918 8.284517 0.10 0.01 -0.04
H -0.447216 2.389766 9.496173 -0.03 0.08 -0.18
H 0.524598 1.761862 8.145595 -0.13 0.09 -0.01
H -1.707343 2.106141 7.224545 0.12 0.05 0.06
H -0.731873 3.460617 6.608195 0.04 -0.07 0.15
Br -5.170686 -4.939412 -3.734596 1.50 -9.99 0.54
C -4.840647 -6.785390 -4.356643 -0.52 -1.15 -0.26
C -6.056920 -7.659432 -4.164925 0.34 -0.39 -0.23
Br -6.264816 -8.180421 -2.297563 -0.07 0.06 -0.02
H -3.960183 -7.146056 -3.823086 -0.26 0.04 -0.10
H -4.602727 -6.687493 -5.418377 -0.07 -0.03 0.11
H -5.946276 -8.599098 -4.711424 -0.08 0.04 0.08
H -6.987441 -7.176972 -4.466350 0.15 -0.01 0.06
Br -2.797270 -8.962688 -6.482657 0.11 0.02 0.01
C -1.179506 -9.536912 -5.558444 -0.09 -0.21 -0.19
C -1.471720 -9.919108 -4.128080 0.18 0.09 0.21
Br -1.714339 -8.341926 -3.008351 0.07 -0.15 0.01
H -0.455983 -8.727232 -5.650371 -0.13 -0.09 0.11
H -0.823906 -10.402164 -6.121799 -0.05 0.08 0.12
H -0.622477 -10.448802 -3.692217 -0.07 0.06 -0.11
H -2.369262 -10.528145 -4.018711 0.12 0.12 -0.11
Br 1.525913 7.431048 -1.128006 0.06 0.03 0.05
C 3.033454 8.467017 -0.453926 -0.33 0.10 0.06
C 3.705890 9.239300 -1.561984 0.30 0.03 0.02
Br 4.818766 8.074461 -2.659423 -0.10 0.04 -0.01
H 3.699305 7.768003 0.052124 -0.02 0.13 -0.12
H 2.602153 9.148509 0.282242 0.09 -0.05 -0.11
H 4.391296 9.982479 -1.150045 -0.10 -0.10 0.01
H 3.002347 9.732450 -2.232830 0.04 -0.14 0.15
Br 2.471230 0.327755 4.228996 0.02 0.05 -0.10
C 4.235160 -0.441502 3.910434 -0.12 -0.19 0.13
C 5.235658 0.038673 4.934187 0.26 0.06 -0.11
Br 5.811448 1.862761 4.558520 -0.09 -0.07 0.09
H 4.510559 -0.191988 2.885759 0.00 -0.02 0.15
H 4.091953 -1.520983 3.990564 0.06 0.14 0.00
H 6.146179 -0.561966 4.890674 -0.15 0.02 -0.05
H 4.848701 0.030663 5.953297 -0.02 -0.02 -0.20
```
Forces are in eV/Å.

Atomic partial charges in e from the Mulliken method, atoms 1 to 99: number 1, O, carries -0.623; number 2, C, carries 0.095; number 3, C, carries 0.389; number 4, C, carries -0.441; number 5, C, carries -0.624; number 6, C, carries -0.048; number 7, C, carries -0.863; number 8, C, carries 0.364; number 9, C, carries 0.441; number 10, O, carries -0.586; number 11, C, carries 0.119; number 12, C, carries -0.626; number 13, C, carries 0.786; number 14, C, carries -0.502; number 15, C, carries -0.343; number 16, C, carries -0.574; number 17, C, carries -0.165; number 18, C, carries -0.807; number 19, C, carries 0.084; number 20, C, carries -0.262; number 21, C, carries -0.886; number 22, C, carries 0.995; number 23, H, carries 0.118; number 24, H, carries 0.549; number 25, H, carries 0.098; number 26, H, carries 0.344; number 27, H, carries 0.385; number 28, H, carries 0.427; number 29, H, carries 0.363; number 30, H, carries 0.465; number 31, H, carries 0.284; number 32, H, carries 0.011; number 33, H, carries 0.409; number 34, H, carries 0.380; number 35, Br, carries -0.139; number 36, C, carries -0.116; number 37, C, carries -0.539; number 38, Br, carries -0.041; number 39, H, carries 0.430; number 40, H, carries -0.279; number 41, H, carries 0.240; number 42, H, carries 0.426; number 43, Br, carries -0.152; number 44, C, carries -0.589; number 45, C, carries -0.721; number 46, Br, carries 0.202; number 47, H, carries 0.354; number 48, H, carries 0.359; number 49, H, carries 0.321; number 50, H, carries 0.373; number 51, Br, carries -0.144; number 52, C, carries -0.572; number 53, C, carries -0.188; number 54, Br, carries -0.153; number 55, H, carries 0.278; number 56, H, carries 0.430; number 57, H, carries -0.131; number 58, H, carries 0.473; number 59, Br, carries -0.085; number 60, C, carries -0.438; number 61, C, carries -0.165; number 62, Br, carries -0.146; number 63, H, carries 0.441; number 64, H, carries 0.157; number 65, H, carries 0.200; number 66, H, carries 0.075; number 67, Br, carries -0.145; number 68, C, carries -0.616; number 69, C, carries -0.381; number 70, Br, carries -0.127; number 71, H, carries 0.446; number 72, H, carries 0.354; number 73, H, carries 0.426; number 74, H, carries 0.077; number 75, Br, carries 0.153; number 76, C, carries -0.210; number 77, C, carries -0.590; number 78, Br, carries -0.173; number 79, H, carries -0.195; number 80, H, carries 0.317; number 81, H, carries 0.348; number 82, H, carries 0.372; number 83, Br, carries -0.132; number 84, C, carries -0.521; number 85, C, carries -0.613; number 86, Br, carries -0.132; number 87, H, carries 0.354; number 88, H, carries 0.330; number 89, H, carries 0.342; number 90, H, carries 0.366; number 91, Br, carries -0.106; number 92, C, carries -0.667; number 93, C, carries -0.503; number 94, Br, carries -0.141; number 95, H, carries 0.354; number 96, H, carries 0.364; number 97, H, carries 0.345; number 98, H, carries 0.371; number 99, Br, carries -0.103